(1)
ORCA calculation (the ωB97M-V functional and the def2-TZVPD basis) on C21H27FN4O2 in the gas phase.

ΔE to the lowest compared entry with this formula, charge and spin in kcal/mol: 9.5
Gap between HOMO and LUMO in eV: 9.375
SMILES: Cc1n[nH]c(C)c1CN(C)C(=O)[C@H]1CCC(=O)N(CCc2cccc(F)c2)C1
LUMO in Ha: 0.0214

ORCA input file:
```
! RIJCOSX wB97M-V def2-TZVPD def2/J DEFGRID3
* xyz 0 1
C -3.447 0.350 -4.178
C -2.774 1.107 -3.088
N -3.466 1.872 -2.262
N -2.579 2.421 -1.432
C -1.312 2.035 -1.698
C -1.395 1.170 -2.776
C -0.264 0.419 -3.400
N 0.184 -0.653 -2.514
C 1.342 -0.498 -1.838
O 2.109 0.422 -2.066
C 1.620 -1.480 -0.702
C 3.124 -1.694 -0.488
C 3.508 -1.671 0.998
C 2.451 -2.274 1.898
O 2.679 -3.095 2.765
N 1.210 -1.778 1.667
C 1.018 -0.861 0.573
H -0.050 -0.671 0.450
H 1.509 0.100 0.768
C 0.093 -2.219 2.468
H 0.296 -3.246 2.782
H -0.812 -2.200 1.855
C -0.094 -1.350 3.725
C -0.217 0.104 3.375
C 0.854 0.969 3.565
C 0.761 2.306 3.219
C -0.403 2.805 2.663
C -1.459 1.933 2.466
C -1.389 0.598 2.813
H -2.244 -0.040 2.651
F -2.594 2.403 1.896
H -0.501 3.843 2.385
H 1.600 2.966 3.380
H 1.769 0.589 3.994
H 0.768 -1.502 4.374
H -0.990 -1.691 4.247
H 3.650 -0.637 1.323
H 4.444 -2.204 1.159
H 3.420 -2.647 -0.927
H 3.665 -0.900 -1.007
H 1.132 -2.440 -0.874
C -0.754 -1.732 -2.307
H -1.221 -1.692 -1.319
H -0.273 -2.702 -2.434
H -1.540 -1.645 -3.052
H 0.595 1.074 -3.561
H -0.569 -0.013 -4.357
C -0.146 2.539 -0.932
H 0.780 2.221 -1.404
H -0.159 2.159 0.090
H -0.165 3.627 -0.887
H -2.894 3.026 -0.690
H -3.514 -0.712 -3.937
H -2.901 0.458 -5.114
H -4.454 0.734 -4.305
*
```

The natural (NBO) scheme yields these atomic charges, measured in e:
1 C -0.64
2 C 0.15
3 N -0.28
4 N -0.33
5 C 0.17
6 C -0.18
7 C -0.24
8 N -0.43
9 C 0.70
10 O -0.66
11 C -0.31
12 C -0.40
13 C -0.50
14 C 0.69
15 O -0.63
16 N -0.46
17 C -0.21
18 H 0.22
19 H 0.21
20 C -0.20
21 H 0.24
22 H 0.19
23 C -0.44
24 C 0.02
25 C -0.23
26 C -0.18
27 C -0.32
28 C 0.47
29 C -0.33
30 H 0.23
31 F -0.35
32 H 0.23
33 H 0.22
34 H 0.22
35 H 0.23
36 H 0.22
37 H 0.22
38 H 0.24
39 H 0.21
40 H 0.25
41 H 0.22
42 C -0.41
43 H 0.20
44 H 0.21
45 H 0.22
46 H 0.25
47 H 0.20
48 C -0.66
49 H 0.26
50 H 0.22
51 H 0.22
52 H 0.41
53 H 0.21
54 H 0.22
55 H 0.24

=====

(2)
ORCA calculation (the ωB97M-V functional and the def2-TZVPD basis) on a molecular structure, CaH6N5O18.

ΔE to the lowest compared entry with this formula, charge and spin in kcal/mol: 0.0
Gap between HOMO and LUMO in eV: 6.829
LUMO in Ha: 0.2496

ORCA input file:
```
! RIJCOSX wB97M-V def2-TZVPD def2/J DEFGRID3
* xyz -3 1
Ca 23.195 1.761 -4.490
N 22.995 -0.798 -2.141
O 22.814 -0.440 -0.963
O 22.585 -0.040 -3.083
O 23.502 -1.903 -2.418
N 25.388 3.276 -6.702
O 24.939 2.366 -5.945
O 26.063 4.215 -6.215
O 25.249 3.194 -7.944
N 21.451 2.079 -7.962
O 20.319 1.587 -8.174
O 22.008 1.883 -6.833
O 22.053 2.735 -8.829
N 26.195 0.842 -2.172
O 25.562 1.311 -3.155
O 27.223 0.159 -2.323
O 25.766 1.098 -1.006
N 22.518 5.436 -5.131
O 23.271 5.977 -5.954
O 21.433 5.971 -4.794
O 22.837 4.312 -4.624
O 23.143 3.001 -2.315
H 23.311 3.950 -2.338
H 22.497 2.869 -1.615
O 23.987 -0.271 -5.651
H 24.087 -0.030 -6.584
H 24.459 -1.100 -5.542
O 20.905 2.068 -4.105
H 20.156 1.518 -4.350
H 20.533 2.925 -3.865
*
```

The natural (NBO) scheme yields these atomic charges, measured in e:
1 Ca 1.83
2 N 0.73
3 O -0.51
4 O -0.66
5 O -0.53
6 N 0.73
7 O -0.65
8 O -0.52
9 O -0.53
10 N 0.72
11 O -0.58
12 O -0.62
13 O -0.50
14 N 0.71
15 O -0.57
16 O -0.56
17 O -0.57
18 N 0.72
19 O -0.48
20 O -0.59
21 O -0.64
22 O -0.95
23 H 0.49
24 H 0.48
25 O -0.96
26 H 0.50
27 H 0.48
28 O -0.96
29 H 0.49
30 H 0.50

=====

(3)
ORCA calculation (the ωB97M-V functional and the def2-TZVPD basis) on 2 unconnected molecules or ions with the total composition C10H15NO2.

ΔE to the lowest compared entry with this formula, charge and spin in kcal/mol: 24.6
Gap between HOMO and LUMO in eV: 8.832
SMILES: Cc1ccc(O)cc1.CCC(N)=O
LUMO in Ha: 0.0240

ORCA input file:
```
! RIJCOSX wB97M-V def2-TZVPD def2/J DEFGRID3
* xyz 0 1
C -2.692 1.672 0.473
C -3.042 1.607 1.960
C -2.710 0.293 -0.235
O -2.355 0.260 -1.394
N -2.992 -0.781 0.537
H -3.444 2.294 -0.005
H -1.676 1.992 0.264
H -3.347 2.602 2.291
H -2.919 -1.759 0.306
H -3.405 -0.776 1.452
H -2.201 1.360 2.606
H -3.882 0.953 2.185
C 0.867 -3.052 -0.465
C 1.693 -1.028 0.986
C 1.606 -1.768 -0.188
C 1.879 0.338 0.970
C 2.260 0.961 -0.207
C 2.112 -1.166 -1.341
C 2.519 0.163 -1.321
O 2.644 2.257 -0.417
H 1.544 -1.546 1.928
H 1.874 0.843 1.929
H 0.053 -3.245 0.235
H 1.504 -3.905 -0.340
H 2.149 -1.699 -2.282
H 2.236 2.938 0.132
H 2.802 0.642 -2.246
H 0.442 -3.047 -1.463
*
```

The natural (NBO) scheme yields these atomic charges, measured in e:
1 C -0.49
2 C -0.62
3 C 0.68
4 O -0.61
5 N -0.83
6 H 0.23
7 H 0.24
8 H 0.22
9 H 0.40
10 H 0.39
11 H 0.21
12 H 0.19
13 C -0.62
14 C -0.19
15 C -0.05
16 C -0.30
17 C 0.30
18 C -0.18
19 C -0.25
20 O -0.69
21 H 0.21
22 H 0.21
23 H 0.21
24 H 0.22
25 H 0.21
26 H 0.48
27 H 0.22
28 H 0.22

=====

(4)
ORCA calculation (the ωB97M-V functional and the def2-TZVPD basis) on 2 unconnected molecules or ions with the total composition C2H4ClOP.

ΔE to the lowest compared entry with this formula, charge and spin in kcal/mol: 40.4
Gap between HOMO and LUMO (alpha / beta) in eV: 9.710 / 9.710
SMILES: C=PCl.C=O
LUMO (alpha / beta) in Ha: 0.0130 / 0.0130

ORCA input file:
```
! RIJCOSX wB97M-V def2-TZVPD def2/J DEFGRID3
* xyz 0 1
C -2.143 -1.475 -0.179
C 1.282 1.659 0.221
O -1.122 -1.323 0.417
P 1.458 0.075 -0.257
Cl 3.437 -0.230 -0.003
H -2.995 -0.778 -0.093
H -2.317 -2.329 -0.855
H 0.303 2.109 0.217
H 2.096 2.291 0.533
*
```

The natural (NBO) scheme yields these atomic charges, measured in e:
1 C 0.29
2 C -0.89
3 O -0.50
4 P 0.75
5 Cl -0.32
6 H 0.10
7 H 0.10
8 H 0.23
9 H 0.23

=====

- Among the records above, which one has the highest ΔE to the lowest compared entry with this formula, charge and spin?
  C2H4ClOP

=====

Copy entry 1 word for word.
ORCA calculation (the ωB97M-V functional and the def2-TZVPD basis) on C21H27FN4O2 in the gas phase.

ΔE to the lowest compared entry with this formula, charge and spin in kcal/mol: 9.5
Gap between HOMO and LUMO in eV: 9.375
SMILES: Cc1n[nH]c(C)c1CN(C)C(=O)[C@H]1CCC(=O)N(CCc2cccc(F)c2)C1
LUMO in Ha: 0.0214

ORCA input file:
```
! RIJCOSX wB97M-V def2-TZVPD def2/J DEFGRID3
* xyz 0 1
C -3.447 0.350 -4.178
C -2.774 1.107 -3.088
N -3.466 1.872 -2.262
N -2.579 2.421 -1.432
C -1.312 2.035 -1.698
C -1.395 1.170 -2.776
C -0.264 0.419 -3.400
N 0.184 -0.653 -2.514
C 1.342 -0.498 -1.838
O 2.109 0.422 -2.066
C 1.620 -1.480 -0.702
C 3.124 -1.694 -0.488
C 3.508 -1.671 0.998
C 2.451 -2.274 1.898
O 2.679 -3.095 2.765
N 1.210 -1.778 1.667
C 1.018 -0.861 0.573
H -0.050 -0.671 0.450
H 1.509 0.100 0.768
C 0.093 -2.219 2.468
H 0.296 -3.246 2.782
H -0.812 -2.200 1.855
C -0.094 -1.350 3.725
C -0.217 0.104 3.375
C 0.854 0.969 3.565
C 0.761 2.306 3.219
C -0.403 2.805 2.663
C -1.459 1.933 2.466
C -1.389 0.598 2.813
H -2.244 -0.040 2.651
F -2.594 2.403 1.896
H -0.501 3.843 2.385
H 1.600 2.966 3.380
H 1.769 0.589 3.994
H 0.768 -1.502 4.374
H -0.990 -1.691 4.247
H 3.650 -0.637 1.323
H 4.444 -2.204 1.159
H 3.420 -2.647 -0.927
H 3.665 -0.900 -1.007
H 1.132 -2.440 -0.874
C -0.754 -1.732 -2.307
H -1.221 -1.692 -1.319
H -0.273 -2.702 -2.434
H -1.540 -1.645 -3.052
H 0.595 1.074 -3.561
H -0.569 -0.013 -4.357
C -0.146 2.539 -0.932
H 0.780 2.221 -1.404
H -0.159 2.159 0.090
H -0.165 3.627 -0.887
H -2.894 3.026 -0.690
H -3.514 -0.712 -3.937
H -2.901 0.458 -5.114
H -4.454 0.734 -4.305
*
```

The natural (NBO) scheme yields these atomic charges, measured in e:
1 C -0.64
2 C 0.15
3 N -0.28
4 N -0.33
5 C 0.17
6 C -0.18
7 C -0.24
8 N -0.43
9 C 0.70
10 O -0.66
11 C -0.31
12 C -0.40
13 C -0.50
14 C 0.69
15 O -0.63
16 N -0.46
17 C -0.21
18 H 0.22
19 H 0.21
20 C -0.20
21 H 0.24
22 H 0.19
23 C -0.44
24 C 0.02
25 C -0.23
26 C -0.18
27 C -0.32
28 C 0.47
29 C -0.33
30 H 0.23
31 F -0.35
32 H 0.23
33 H 0.22
34 H 0.22
35 H 0.23
36 H 0.22
37 H 0.22
38 H 0.24
39 H 0.21
40 H 0.25
41 H 0.22
42 C -0.41
43 H 0.20
44 H 0.21
45 H 0.22
46 H 0.25
47 H 0.20
48 C -0.66
49 H 0.26
50 H 0.22
51 H 0.22
52 H 0.41
53 H 0.21
54 H 0.22
55 H 0.24

=====

- Look up the ΔE to the lowest compared entry with this formula, charge and spin of the first one.
  9.5 kcal/mol

=====

- Which of these has the highest ΔE to the lowest compared entry with this formula, charge and spin?
  C2H4ClOP